Computed, not measured: 2 unconnected molecules or ions with the total composition C4H9NO3, with the ωB97M-V functional and the def2-TZVPD basis.

```
! RIJCOSX wB97M-V def2-TZVPD def2/J DEFGRID3
* xyz 0 1
O -1.64689 -0.20428 -0.89676
C -1.46558 -1.21490 -0.17628
O -0.73674 -1.26184 0.84941
C -2.27428 -2.47054 -0.51828
H -1.83989 -3.37249 -0.10425
H -3.28240 -2.35431 -0.12091
H -2.32782 -2.54052 -1.60556
O 2.92785 1.13331 0.44886
C 2.03346 0.45014 0.01190
C 0.62048 0.91459 0.00061
N 0.60842 2.39763 0.26053
H 2.18042 -0.57628 -0.35265
H 0.09906 0.74199 -0.93612
H 0.05924 0.40470 0.79561
H 1.19953 2.61719 1.06514
H 0.97620 2.92307 -0.53116
H -0.35199 2.71080 0.39648
*
```

The calculation puts the energy above the lowest of the compared OMol25 structures with the same formula, charge and spin at 2.639 eV. The HOMO-LUMO gap is 7.6 eV. Its HOMO energy is -8.0920 eV.

Results of the Mulliken charge analysis, in e, for atoms 1 through 5:
1. O -0.79
2. C 0.79
3. O -0.79
4. C -1.03
5. H 0.31